[1]
DFT (ωB97M-V/def2-TZVPD) results for a structure of composition C14H21B3Br27NO5.

Geometry as XYZ:
```
71
Properties=species:S:1:pos:R:3:mulliken_charge:R:1
N -0.9903 -1.4285 0.9886 -0.4257
C -2.2875 -2.1058 1.1897 -0.4051
C -2.6479 -2.3464 2.6673 -0.0159
O -1.4445 -2.4659 3.4369 -0.5891
C -3.4608 -3.6254 2.8965 -0.7526
B -4.6098 -3.8854 1.8613 0.0705
O -4.4077 -4.3856 0.5752 -0.2524
B -4.9921 -3.4858 -0.3085 0.5345
O -6.3336 -3.2133 -0.1062 -0.5767
B -6.4488 -2.7726 1.2190 0.4241
C -7.0100 -1.3289 1.4927 -0.3562
C -6.2265 -0.6377 2.5832 -0.0411
O -5.1503 -0.1200 2.3472 -0.4492
O -5.9596 -3.6358 2.2168 -0.4023
H -1.1744 -0.4692 0.7194 0.0691
H -0.5933 -1.8338 0.1503 0.2230
H -3.0739 -1.4574 0.7810 0.3138
H -2.3015 -3.0175 0.5987 0.3681
H -3.2094 -1.4986 3.0550 0.4168
H -1.3958 -1.6836 3.9836 0.3779
H -2.8044 -4.4899 2.9891 0.4065
H -3.9409 -3.5198 3.8706 0.1659
H -4.3024 -2.9422 -1.1058 -0.0849
H -6.8504 -0.7450 0.5892 0.2678
H -8.0626 -1.3074 1.7746 0.3965
H -6.6381 -0.5731 3.6056 0.3201
C -9.6303 -5.7768 2.0700 -0.3963
Br -10.5114 -4.9591 3.5753 -0.0542
Br -8.1284 -4.7150 1.4639 0.1290
Br -9.0847 -7.5797 2.4483 -0.0431
H -10.3532 -5.8243 1.2690 0.3796
C 1.6112 1.4139 1.1493 -0.4046
Br 2.5744 -0.0297 0.3214 0.0454
Br 2.6912 3.0016 1.2787 0.0624
Br -0.0599 1.7687 0.2599 -0.0214
H 1.3719 1.1014 2.1553 0.4082
C -2.3857 1.5886 -3.5491 -0.3677
Br -3.1947 2.4440 -2.0273 -0.0431
Br -0.9696 2.6642 -4.2806 0.0583
Br -1.7759 -0.1891 -3.1231 -0.0040
H -3.1510 1.4911 -4.3047 0.3518
C 6.2189 -1.9260 0.6674 -0.2070
Br 5.4587 -2.6803 -0.9388 -0.0467
Br 6.4407 -0.0256 0.5073 0.0325
Br 5.2031 -2.4079 2.2289 0.0086
H 7.2041 -2.3548 0.7852 0.1941
C 8.1733 2.7680 -2.6284 -0.2854
Br 7.5580 0.9556 -2.8048 0.0008
Br 7.2275 3.7030 -1.2341 -0.0303
Br 10.0793 2.8605 -2.3771 -0.0270
H 7.9501 3.2696 -3.5583 0.3124
C 3.1973 3.6834 -4.2778 -0.3161
Br 1.7111 4.4479 -5.2436 -0.1121
Br 4.2160 5.0421 -3.3675 0.0280
Br 2.6578 2.2858 -3.0724 0.0635
H 3.8496 3.2354 -5.0124 0.3773
C 2.4231 7.0486 2.6815 -0.3220
Br 4.0170 6.0005 2.3705 -0.0544
Br 0.8089 6.0219 2.4991 -0.0182
Br 2.5013 7.9447 4.3830 -0.0275
H 2.3982 7.8136 1.9199 0.3721
C 8.0919 -5.5841 -0.2650 -0.0939
Br 8.7758 -4.8721 1.3903 -0.0283
Br 9.1113 -4.9688 -1.7762 0.0105
Br 7.9742 -7.5036 -0.2176 -0.0237
H 7.0864 -5.2051 -0.3828 0.1197
C 3.4441 8.4988 -5.0515 -0.2122
Br 4.6517 9.2194 -3.7366 -0.0120
Br 1.7320 8.0802 -4.2861 0.0022
Br 3.2798 9.6556 -6.5813 -0.0345
H 3.8714 7.5684 -5.3980 0.2259
```

Results
- HOMO: -9.24 eV

=====

[2]
DFT (ωB97M-V/def2-TZVPD) results for the molecule C3H5N3.

Geometry as XYZ:
```
11
Properties=species:S:1:pos:R:3:mulliken_charge:R:1
C -1.7059 0.1571 0.4648 -0.4109
N -0.4442 0.1587 0.7413 0.7039
N 0.3378 1.1751 0.4353 -0.8226
C 1.0148 0.5047 -0.6286 -0.4660
C 1.1516 -0.9148 -0.1087 -0.0596
N 0.2343 -1.1663 0.7320 -0.5545
H -2.2916 -0.7308 0.6259 0.2966
H 0.1819 0.3437 -1.3920 0.2107
H -2.0965 1.0908 0.0897 0.3280
H 1.8708 1.0180 -1.0599 0.3886
H 1.8390 -1.6801 -0.4463 0.3858
```

Results
- HOMO (spin up / spin down): -8.07 / -8.07 eV

=====

[3]
DFT (ωB97M-V/def2-TZVPD) results for a cluster of 9 separate species, C29H82N8O9 in total.

Geometry as XYZ:
```
128
Properties=species:S:1:pos:R:3:mulliken_charge:R:1
C -4.3726 33.9647 8.6829 -1.2049
C -4.6925 33.9514 10.1957 0.4839
C -3.7955 34.9250 11.0114 0.0878
O -4.0265 34.8551 12.4954 -0.4732
C -3.0324 33.9625 13.0901 -0.1938
N -6.0823 34.3306 10.4072 -0.8351
H -4.5354 34.9473 8.2401 0.0923
H -5.0820 33.2171 8.3282 0.4038
H -3.3399 33.7172 8.4371 0.3064
H -4.6801 32.9796 10.6893 0.3819
H -3.9872 35.9553 10.7118 0.3053
H -2.7306 34.7477 10.8612 -0.4066
H -1.9716 34.1232 12.8976 0.0027
H -3.1489 32.9445 12.7181 0.3145
H -3.1829 33.9661 14.1696 0.2818
H -6.6553 33.5008 10.3507 0.2764
H -6.1721 34.6268 11.3687 0.2823
C 1.2056 31.3428 17.7259 -1.6041
C 0.1137 31.6091 16.7218 1.0532
C -0.0216 30.6436 15.4804 -0.7205
O 1.2769 30.7824 14.8071 -0.2969
C 1.5021 29.9521 13.6368 -0.7258
N -1.1278 31.4722 17.4403 -0.7261
H 2.1721 31.4419 17.2319 0.3156
H 1.1489 30.2991 18.0352 0.3700
H 1.2249 31.9524 18.6293 0.4651
H 0.2227 32.6112 16.3069 -0.3739
H -0.8237 30.9580 14.8126 0.3449
H -0.2263 29.6001 15.7201 0.4857
H 1.3210 28.8895 13.7988 0.3746
H 2.5410 30.1158 13.3503 0.2957
H 0.8813 30.2450 12.7900 0.1351
H -1.1267 30.4939 17.6913 0.3311
H -0.9976 31.9008 18.3455 0.2872
C 1.7649 34.7271 14.0356 -1.3020
C 1.2864 34.7776 12.6006 0.9443
C 0.7257 33.4534 12.1632 -0.7150
O 0.0020 33.6797 10.9291 0.2264
C -0.5342 32.4794 10.3414 -0.6377
N 0.2904 35.8165 12.6603 0.1107
H 0.9210 34.5195 14.6935 -0.0577
H 2.2391 35.6442 14.3852 0.0764
H 2.5424 34.0408 14.3710 0.5482
H 2.0299 35.0905 11.8675 -0.3834
H 0.0100 33.0371 12.8721 0.2461
H 1.5200 32.7079 12.1251 0.5469
H 0.1820 31.8872 9.7717 0.0856
H -1.3024 32.8453 9.6602 -0.0231
H -1.0651 31.8906 11.0894 0.2842
H -0.5664 35.3017 12.5156 -0.3095
H 0.4151 36.3639 11.8208 -0.1023
C 0.2988 36.4104 17.1465 -1.4295
C -0.6426 37.2221 16.2145 0.3535
C 0.0643 38.5135 15.6715 -0.4896
O -0.7995 38.9708 14.6581 -0.2950
C -0.5060 40.2316 14.0446 -0.5760
N -1.1306 36.3765 15.1606 -0.3153
H 0.4970 36.8934 18.1033 0.4610
H 1.2281 36.2130 16.6122 0.1585
H -0.1517 35.4419 17.3636 0.2901
H -1.5166 37.4686 16.8173 0.4360
H 1.0483 38.3962 15.2174 0.0487
H -0.0100 39.2236 16.4951 0.5844
H -0.9525 40.3120 13.0535 0.1965
H 0.5628 40.4371 13.9845 0.0581
H -0.8928 41.0377 14.6681 0.3369
H -0.3656 36.3425 14.5020 -0.1257
H -1.6027 37.0555 14.5808 0.4533
C -2.4393 38.7036 10.3565 -1.1005
C -1.5126 37.8288 9.4963 1.5571
C -1.7864 37.7527 7.9385 -0.8526
O -3.0713 37.1259 7.7194 -0.1840
C -3.3680 36.9611 6.3369 -0.8629
N -0.1050 38.2555 9.7418 -0.3630
H -3.2709 38.0525 10.6260 0.3241
H -2.8241 39.5075 9.7291 0.3088
H -1.9723 39.0417 11.2816 0.1804
H -1.6505 36.8832 10.0207 -0.7849
H -0.9782 37.3304 7.3413 0.3987
H -1.8095 38.8010 7.6407 0.3947
H -2.5693 36.5694 5.7070 0.3672
H -3.8569 37.8477 5.9332 0.3081
H -4.1366 36.1914 6.2663 0.2742
H -0.0260 38.7451 10.6217 -0.0186
H 0.2301 38.9081 9.0477 0.2786
C 3.4670 38.6991 12.6179 -1.3445
C 4.0086 40.0873 13.0226 0.9331
C 5.4164 39.9939 13.7160 -1.0269
O 5.5373 39.0679 14.8693 -0.3905
C 4.5732 39.3925 15.9228 -0.4834
N 4.1376 40.9452 11.8370 -0.8014
H 2.3867 38.6100 12.5034 0.3806
H 3.6182 38.0450 13.4766 0.2233
H 3.9503 38.1160 11.8339 0.4591
H 3.2726 40.6100 13.6335 0.0779
H 5.8512 40.9528 13.9980 0.4008
H 6.1976 39.6672 13.0295 0.3758
H 4.4966 40.4591 16.1336 0.2983
H 5.0064 39.0058 16.8452 0.3240
H 3.6684 38.7881 15.8586 0.0403
H 3.8415 41.8839 12.0635 0.2876
H 3.3950 40.6576 11.2158 0.2271
C -2.1688 27.7964 8.4283 -1.1638
C -0.9311 28.5299 8.0823 -0.2122
O -0.3757 29.4252 9.1189 -0.3589
H -2.5550 27.3991 7.4896 0.3548
H -2.9381 28.3698 8.9455 0.2934
H -2.0342 26.9557 9.1089 0.3029
H -1.0970 29.2204 7.2553 0.2963
H -0.1797 27.7812 7.8314 0.2900
H 0.2808 28.9069 9.5900 0.2162
C 3.5959 30.4592 9.2765 -1.0851
C 2.8274 29.9629 8.1572 0.1859
O 3.6953 29.7912 7.0629 -0.5665
H 2.9822 30.4446 10.1772 0.0949
H 4.0487 31.4500 9.2389 0.3848
H 4.5111 29.8923 9.4472 0.4312
H 2.1046 30.7419 7.9146 0.1487
H 2.2219 29.0775 8.3511 0.0999
H 4.2391 30.5816 7.0950 0.3209
C 2.8526 35.8771 9.4932 0.5308
O 3.7157 35.2773 10.0750 -0.6998
N 1.5913 35.6481 9.3834 -0.1225
N 3.1178 36.7445 8.5915 -0.4291
H 0.9363 36.3817 9.1532 0.1371
H 1.1500 34.8834 9.8738 0.0470
H 4.1001 36.9786 8.5720 0.3001
H 2.4051 37.4417 8.4302 0.1953
```

Results
- SMILES string: COC[C@H](C)N.COC[C@H](C)N.COC[C@H](C)N.COC[C@H](C)N.COC[C@H](C)N.COC[C@H](C)N.NC(N)=O.CCO.CCO
- HOMO: -9.03 eV

=====

[4]
DFT (ωB97M-V/def2-TZVPD) results for a structure of composition C22H29As2O2S6Zn.

Geometry as XYZ:
```
62
Properties=species:S:1:pos:R:3:mulliken_charge:R:1
Zn -0.8350 -1.7708 0.5203 0.8095
C 0.1085 -0.8330 5.2057 -1.4843
As 0.3207 -0.7925 3.2517 0.6113
C -0.4094 1.0003 2.9441 -0.7179
C 2.2569 -0.4376 3.1489 -0.1782
C 3.0110 -0.1960 4.2962 -0.1242
C 4.3859 -0.0196 4.2346 -0.7246
C 5.0297 -0.0808 3.0095 -0.7254
C 4.2899 -0.3113 1.8586 -0.3360
C 2.9094 -0.4930 1.9061 -0.0187
As 1.8692 -0.7714 0.2521 0.7999
C 3.3106 -1.1717 -1.0054 -1.3434
C 1.6101 1.1135 -0.1868 -0.7724
H 0.4106 0.1045 5.6734 0.4034
H 0.6714 -1.6617 5.6338 0.4046
H -0.9509 -0.9977 5.4019 0.3849
H 0.3465 1.7726 3.0849 0.3185
H -1.2215 1.1471 3.6587 0.4853
H -0.8300 0.9838 1.9312 -0.1589
H 2.5270 -0.1487 5.2628 0.2752
H 4.9490 0.1621 5.1422 0.3595
H 6.1033 0.0506 2.9461 0.3708
H 4.8066 -0.3521 0.9084 0.2196
H 4.0185 -0.3465 -1.0846 0.3906
H 2.8273 -1.3185 -1.9699 0.3056
H 3.8287 -2.0824 -0.7068 0.4295
H 2.4541 1.7060 0.1668 0.5380
H 0.6753 1.4433 0.2629 -0.0852
H 1.5209 1.1810 -1.2687 0.3388
C -1.3731 5.7386 -1.8020 -1.4461
C -1.2208 4.2793 -2.1405 1.0780
C -0.5490 3.8836 -3.2964 -0.8825
C -0.3823 2.5406 -3.5919 -0.4403
C -0.8995 1.5843 -2.7290 -0.0725
C -1.5492 1.9467 -1.5564 -0.0657
C -1.7107 3.2998 -1.2829 -0.7807
S -0.6592 -0.1701 -2.9922 1.0917
C -1.2143 -0.2332 -4.7085 -1.3074
O 0.8148 -0.4311 -3.0645 -0.7575
H -1.2197 6.3680 -2.6789 0.3578
H -0.6439 6.0378 -1.0455 0.2863
H -2.3647 5.9474 -1.3990 0.3658
H -0.1471 4.6363 -3.9658 0.3068
H 0.1693 2.2446 -4.4764 0.3192
H -1.8190 1.1594 -0.8307 0.2615
H -2.2088 3.5961 -0.3657 0.3975
H -0.5589 0.3708 -5.3343 0.4539
H -2.2436 0.1201 -4.7684 0.3584
H -1.1561 -1.2784 -5.0089 0.3911
C -3.5759 -1.7824 -1.4772 -0.5038
S -2.2250 -2.9411 -1.8775 -0.1155
C -2.6127 -4.3164 -0.8667 -0.1912
C -1.9442 -4.6969 0.2474 0.1772
S -0.5941 -3.9707 1.0744 -0.3369
S -2.5119 -6.1968 0.9526 -0.1026
C -3.8108 -6.5330 -0.1328 0.0948
S -4.8297 -7.8218 0.0273 -0.3020
S -3.9023 -5.3766 -1.3978 -0.0686
H -3.1763 -1.0364 -0.7746 -0.0314
H -4.4212 -2.3433 -1.0794 0.4107
H -3.8770 -1.3124 -2.4125 0.2762
O -1.5773 -0.1925 0.2760 -0.9980
```

Results
- Total charge: -1
- HOMO: -4.43 eV

=====

The records above yield F_max values of 2.963 0.929 7.019 0.130 eV/Å, respectively.
The records above yield energy values of -70550.048396 -281.423715 -2269.065669 -9646.204770 Eh, respectively.